DFT (ωB97M-V/def2-TZVPD) results for a structure of composition C46H48EuN5OP2S.

Its spin multiplicity is 8. As for the charge: +3. Its total energy is -3921.2269 Eh. For the LUMO energy (spin up / spin down), the calculation gives -7.52 / -7.51 eV. The energy relative to the best compared isomer or geometry (same formula, charge and spin) comes out at 0.0 kcal/mol. Its orbital gap (spin up / spin down) is 7.292 / 7.601 eV.

Structure (XYZ):
```
104
Properties=species:S:1:pos:R:3:mulliken_spin:R:1
Eu 0.454 0.423 0.933 6.94
N 1.179 1.471 -4.360 0.00
C 1.572 1.763 -2.941 -0.02
C 3.062 1.516 -2.782 0.00
C 3.487 1.756 -1.334 0.00
N 2.901 0.727 -0.435 0.00
C 3.090 3.160 -0.875 0.00
C 1.637 3.547 -1.165 0.00
N 0.712 2.937 -0.165 0.00
C 1.222 3.199 -2.594 0.00
H 1.170 0.454 -4.533 0.00
H 1.835 1.906 -5.012 0.00
H 0.250 1.839 -4.576 0.00
H 1.016 1.082 -2.297 0.03
H 3.618 2.217 -3.413 0.00
H 3.332 0.500 -3.088 0.00
H 4.577 1.693 -1.302 0.00
H 3.418 0.795 0.439 0.00
H 3.185 -0.173 -0.807 0.00
H 3.742 3.883 -1.370 0.00
H 3.281 3.252 0.197 0.00
H 1.565 4.635 -1.087 0.00
H -0.216 3.301 -0.379 0.00
H 0.961 3.390 0.715 0.00
H 1.756 3.876 -3.268 0.00
H 0.148 3.379 -2.715 0.00
O -1.582 -1.663 0.289 0.02
C -2.801 -1.453 -0.366 0.02
C -3.508 -2.448 -1.023 0.00
C -4.716 -2.142 -1.634 0.00
C -5.222 -0.851 -1.607 0.00
C -4.489 0.150 -0.995 0.00
C -3.271 -0.137 -0.377 -0.03
P -2.226 1.168 0.329 0.03
C -2.667 2.627 -0.678 -0.01
C -3.078 3.832 -0.117 0.00
C -3.360 4.918 -0.938 0.00
C -3.240 4.807 -2.314 0.00
C -2.823 3.606 -2.879 0.00
C -2.525 2.525 -2.066 0.00
C -2.861 1.501 2.004 0.00
C -4.135 1.139 2.434 0.00
C -4.526 1.417 3.736 0.00
C -3.662 2.070 4.605 0.00
C -2.392 2.441 4.180 0.01
C -1.988 2.142 2.889 0.01
C -1.194 -2.985 0.546 0.01
C -2.044 -3.908 1.134 0.00
C -1.605 -5.208 1.330 0.00
C -0.320 -5.584 0.958 0.00
C 0.548 -4.641 0.436 0.00
C 0.120 -3.330 0.238 -0.02
P 1.219 -2.003 -0.350 0.03
C 1.294 -2.372 -2.141 -0.03
C 2.150 -3.313 -2.712 0.00
C 2.070 -3.598 -4.069 0.00
C 1.096 -3.003 -4.856 0.00
C 0.193 -2.113 -4.281 0.00
C 0.308 -1.781 -2.935 0.01
C 2.820 -2.446 0.411 -0.01
C 2.784 -2.675 1.791 0.01
C 3.938 -3.018 2.474 0.00
C 5.145 -3.115 1.793 0.00
C 5.202 -2.821 0.440 0.00
C 4.045 -2.484 -0.252 0.00
H -3.138 -3.462 -1.065 0.00
H -5.267 -2.928 -2.132 0.00
H -6.173 -0.628 -2.070 0.00
H -4.858 1.168 -0.994 0.00
H -3.203 3.921 0.955 0.00
H -3.691 5.851 -0.500 0.00
H -3.491 5.644 -2.952 0.00
H -2.759 3.516 -3.957 0.00
H -2.234 1.573 -2.502 0.00
H -4.816 0.638 1.758 0.00
H -5.513 1.128 4.074 0.00
H -3.978 2.299 5.614 0.00
H -1.733 2.972 4.856 0.00
H -1.004 2.464 2.549 0.00
H -3.045 -3.619 1.428 0.00
H -2.274 -5.934 1.771 0.00
H 0.008 -6.606 1.090 0.00
H 1.566 -4.920 0.196 0.00
H 2.867 -3.847 -2.102 0.00
H 2.754 -4.312 -4.510 0.00
H 1.008 -3.268 -5.901 0.00
H -0.643 -1.750 -4.872 0.00
H -0.421 -1.127 -2.462 0.00
H 1.834 -2.621 2.315 0.00
H 3.899 -3.233 3.534 0.00
H 6.037 -3.434 2.314 0.00
H 6.146 -2.873 -0.086 0.00
H 4.107 -2.272 -1.313 0.00
S 2.473 1.539 2.735 -0.01
C 1.692 0.822 4.033 0.01
N 2.156 0.963 5.306 0.00
C 1.501 0.471 6.377 0.00
C 0.330 -0.203 6.182 0.00
C -0.088 -0.380 4.859 0.01
N 0.566 0.100 3.811 0.00
H 3.016 1.481 5.439 0.00
H 1.940 0.632 7.352 0.00
H -0.233 -0.602 7.011 0.00
H -0.990 -0.944 4.647 0.00
```